Entry 1:
# C24H66F3O12S10

A cluster of 11 separate species, C24H66F3O12S10 in total at a distorted geometry (ωB97M-V with the def2-TZVPD basis set, the OMol25 dataset).

Calculated values
Charge: -1
Relative energy (zero: lowest compared OMol25 entry of this formula, charge and spin): 63.1 kcal per mole
Total energy: -6138.01275 hartree
HOMO: -5.8 eV
HOMO-LUMO gap: 7.626 eV

Last column: Löwdin charge in e.
Cartesian coordinates (Å):
C1 -0.623 0.600 0.073  -0.42
O1 -0.038 -0.561 0.786  -0.13
O2 0.134 1.711 0.378  -0.23
C2 -0.896 0.172 -1.459  -0.52
F1 0.000 -0.668 -1.966  0.12
F2 -2.063 -0.473 -1.647  0.09
F3 -1.004 1.259 -2.274  0.08
C3 -0.884 -1.744 1.041  -0.22
C4 -1.681 -1.588 2.377  -0.06
H1 -1.022 -1.144 3.122  0.03
H2 -2.500 -0.872 2.304  0.03
H3 -2.105 -2.541 2.693  0.07
H4 -0.287 -2.652 1.124  0.09
H5 -1.553 -2.002 0.220  0.09
H6 -1.570 0.818 0.567  0.12
C5 -4.823 2.879 2.392  -0.26
S1 -4.830 1.274 3.244  0.82
O3 -6.113 1.179 4.111  -0.58
C6 -5.043 0.161 1.716  -0.24
H7 -5.796 2.833 1.903  0.05
H8 -4.031 2.887 1.644  0.05
H9 -4.653 3.604 3.188  0.05
H10 -4.826 -0.888 1.916  0.03
H11 -4.480 0.413 0.817  0.04
H12 -6.097 0.071 1.453  0.04
C7 0.624 1.396 4.484  -0.24
S2 -1.211 1.680 4.599  0.82
O4 -1.439 2.335 5.961  -0.59
C8 -1.212 3.091 3.382  -0.24
H13 1.139 2.017 5.217  0.07
H14 1.014 1.573 3.481  0.03
H15 0.713 0.310 4.498  -0.03
H16 -0.479 3.840 3.683  0.05
H17 -2.161 3.622 3.312  0.02
H18 -1.008 2.778 2.358  0.02
C9 1.643 4.593 1.163  -0.26
S3 2.734 5.780 2.083  0.85
O5 1.777 6.416 3.113  -0.59
C10 3.695 4.441 2.865  -0.28
H19 0.954 5.153 0.531  0.04
H20 1.054 3.947 1.814  0.03
H21 2.170 3.775 0.672  0.04
H22 3.232 4.046 3.769  0.06
H23 4.585 4.908 3.287  0.03
H24 4.127 3.810 2.089  0.05
C11 0.486 4.006 -2.286  -0.26
S4 0.094 4.999 -3.788  0.84
O6 1.286 4.897 -4.699  -0.58
C12 -1.248 3.935 -4.502  -0.24
H25 1.387 4.408 -1.821  0.04
H26 0.842 3.024 -2.595  0.04
H27 -0.386 3.961 -1.633  0.05
H28 -0.872 3.243 -5.255  0.03
H29 -1.890 4.593 -5.087  0.03
H30 -1.815 3.355 -3.774  0.04
C13 -0.745 -3.463 -2.539  -0.28
S5 -1.378 -4.898 -3.473  0.85
O7 -0.235 -5.902 -3.734  -0.58
C14 -2.429 -5.505 -2.068  -0.24
H31 -1.580 -2.770 -2.630  0.02
H32 0.045 -2.968 -3.104  0.03
H33 -0.548 -3.650 -1.483  0.05
H34 -1.735 -6.055 -1.432  0.05
H35 -3.295 -6.103 -2.353  0.05
H36 -2.757 -4.628 -1.511  0.04
C15 5.146 -0.997 3.035  -0.27
S6 3.611 -0.178 3.385  0.81
O8 3.935 1.049 4.225  -0.58
C16 3.299 0.516 1.693  -0.20
H37 5.824 -0.220 2.683  0.05
H38 4.972 -1.848 2.377  0.05
H39 5.539 -1.557 3.884  0.05
H40 2.562 1.313 1.796  0.02
H41 2.785 -0.258 1.123  0.02
H42 4.263 0.835 1.299  0.05
C17 1.873 1.712 -6.000  -0.25
S7 0.795 0.459 -5.239  0.82
O9 0.359 -0.459 -6.377  -0.58
C18 1.978 -0.491 -4.124  -0.24
H43 2.074 2.349 -5.138  0.03
H44 1.336 2.103 -6.865  0.06
H45 2.755 1.221 -6.412  0.05
H46 2.922 -0.819 -4.560  0.06
H47 1.472 -1.346 -3.675  0.00
H48 2.246 0.229 -3.352  0.05
C19 2.590 -3.025 -0.068  -0.26
S8 3.858 -3.915 -1.028  0.84
O10 3.588 -5.392 -0.833  -0.57
C20 2.991 -3.548 -2.587  -0.26
H49 2.694 -3.206 1.002  0.05
H50 1.644 -3.454 -0.399  0.03
H51 2.541 -1.956 -0.278  0.04
H52 1.992 -3.962 -2.728  0.04
H53 3.712 -3.920 -3.315  0.05
H54 2.944 -2.461 -2.644  0.02
C21 1.669 -2.161 6.689  -0.22
S9 0.850 -2.258 5.013  0.80
O11 1.873 -2.745 4.018  -0.59
C22 -0.394 -3.571 5.384  -0.24
H55 1.845 -1.138 7.022  0.04
H56 2.628 -2.679 6.691  0.05
H57 1.064 -2.566 7.500  0.04
H58 0.101 -4.314 6.009  0.04
H59 -0.665 -3.991 4.415  0.04
H60 -1.235 -3.122 5.912  0.06
C23 -3.824 0.176 -4.519  -0.27
S10 -4.075 -1.624 -4.661  0.84
O12 -5.357 -1.755 -5.577  -0.60
C24 -2.684 -1.859 -5.772  -0.28
H61 -2.889 0.393 -4.001  0.02
H62 -4.510 0.599 -3.786  0.05
H63 -3.747 0.743 -5.448  0.07
H64 -1.836 -1.285 -5.400  0.02
H65 -3.016 -1.422 -6.714  0.06
H66 -2.489 -2.912 -5.973  0.05

Atoms 1-6, force components in eV/Å:
C 1.478 2.057 2.099
O -0.817 -1.607 -0.542
O -0.802 -2.209 -1.910
C -0.065 1.211 1.049
F 0.994 0.082 -0.253
F -0.912 -0.267 0.481


Entry 2:
# H4O2

A cluster of 2 separate species, H4O2 in total at a distorted geometry (ωB97M-V with the def2-TZVPD basis set, the OMol25 dataset).

Calculated values
Relative energy (zero: lowest compared OMol25 entry of this formula, charge and spin): 3.7 kcal per mole
Total energy: -152.86904 hartree
HOMO: -10.7 eV
HOMO-LUMO gap: 11.332 eV

Last column: natural (NBO) charge in e.
Cartesian coordinates (Å):
O1 -0.738 -0.108 -0.893  -0.94
H1 -0.528 0.278 -1.742  0.48
H2 -1.601 0.212 -0.658  0.48
O2 1.300 -0.058 0.970  -0.98
H3 0.483 0.181 0.481  0.49
H4 1.084 -0.505 1.842  0.47

Force components x, y, z for each atom (eV/Å):
O 0.334 -0.294 0.153
H 0.062 0.156 -0.310
H -0.638 0.237 0.040
O -0.224 -0.445 1.408
H 0.441 -0.626 0.603
H 0.025 0.971 -1.894


Entry 3:
# C20H46MoO3P2

A structure of composition C20H46MoO3P2 at a distorted geometry (ωB97M-V with the def2-TZVPD basis set, the OMol25 dataset).

Calculated values
Charge: +4
Multiplicity: 3
Total energy: -1764.31939 hartree
HOMO (alpha / beta): -22.3 / -22.3 eV
HOMO-LUMO gap (alpha / beta): 3.804 / 4.781 eV

Last column: Mulliken spin population.
Cartesian coordinates (Å):
Mo1 0.152 -0.697 -1.049  2.43
C1 -1.304 -0.360 -2.328  -0.07
O1 -1.839 -0.564 -3.386  0.23
C2 2.078 -1.451 -0.626  0.00
O2 3.069 -2.094 -0.679  0.10
P1 0.911 1.867 -1.045  -0.17
C3 2.364 2.617 -0.021  -0.02
H1 2.797 3.518 -0.482  -0.01
C4 1.658 1.765 -2.801  -0.01
H2 2.019 0.717 -2.779  -0.02
C5 -0.320 3.314 -0.997  -0.05
H3 -0.543 3.408 0.084  0.00
C6 -3.071 -1.610 1.086  -0.03
P2 -1.211 -1.929 0.833  -0.19
H4 -1.169 -3.171 2.962  -0.01
H5 -3.048 -0.720 1.735  0.00
C7 -1.224 -3.726 0.131  -0.08
H6 -2.060 -4.280 0.586  0.00
C8 0.628 1.869 -3.925  -0.01
H7 0.192 2.867 -4.066  0.00
H8 -0.223 1.187 -3.796  0.00
H9 1.119 1.600 -4.873  0.00
C9 2.869 2.692 -3.011  -0.01
H10 3.284 2.558 -4.026  0.00
H11 3.675 2.524 -2.283  0.00
H12 2.607 3.758 -2.940  0.00
C10 0.298 4.643 -1.464  -0.02
H13 1.215 4.916 -0.929  0.00
H14 -0.418 5.457 -1.294  -0.01
H15 0.516 4.617 -2.535  0.00
C11 -1.653 3.003 -1.696  0.00
H16 -2.353 3.831 -1.528  0.00
H17 -2.115 2.080 -1.320  0.01
H18 -1.531 2.896 -2.779  0.00
C12 1.901 3.015 1.390  -0.01
H19 1.067 3.738 1.397  0.00
H20 2.707 3.518 1.961  0.00
H21 1.608 2.094 1.913  0.00
C13 3.455 1.549 0.050  0.00
H22 3.164 0.833 0.844  0.01
H23 4.431 2.003 0.299  0.00
H24 3.618 0.994 -0.889  0.00
C14 -3.812 -2.767 1.779  -0.01
H25 -3.353 -3.115 2.710  0.00
H26 -3.926 -3.618 1.095  0.00
H27 -4.826 -2.427 2.026  0.00
C15 -3.813 -1.226 -0.194  0.01
H28 -3.735 -2.022 -0.947  0.00
C16 0.779 -2.282 2.778  0.01
H29 -3.449 -0.294 -0.647  0.00
H30 -4.879 -1.091 0.052  0.00
C17 -1.355 -1.275 3.686  -0.01
H31 1.261 -1.316 2.585  0.00
H32 1.079 -2.593 3.789  0.00
H33 1.242 -3.009 2.106  0.00
C18 -0.748 -2.207 2.652  -0.02
H34 -1.018 -1.536 4.700  0.00
H35 -2.447 -1.328 3.762  0.00
H36 -1.040 -0.273 3.421  0.00
C19 0.068 -4.457 0.494  -0.01
H37 0.912 -3.883 0.114  0.00
H38 0.078 -5.428 -0.001  -0.01
H39 0.204 -4.643 1.558  0.00
C20 -1.396 -3.754 -1.381  0.01
H40 -2.235 -3.188 -1.791  0.00
H41 -1.506 -4.807 -1.666  0.00
H42 -0.492 -3.350 -1.846  0.00
H43 -0.608 1.345 3.276  0.00
H44 -0.799 2.115 2.975  0.00
O3 3.181 -0.616 2.337  0.00
H45 3.841 -0.433 3.009  0.00
H46 3.473 -1.365 1.842  0.00

Atoms 1-6, force components in eV/Å:
Mo 0.656 0.636 2.742
C -6.278 -1.216 -9.650
O 3.364 1.586 7.515
C 7.999 -4.992 0.158
O -6.224 4.256 0.425
P 1.145 3.054 -0.882


Q: Number 2 is which compound?
A: H4O2